# 1
ORCA calculation (wB97M-V/def2-TZVPD) on 10 unconnected molecules or ions with the total composition C30H70N11O10S at a distorted geometry.

## Properties
**Multiplicity**: 2
**Highest occupied orbital energy (spin up / spin down)**: -0.2942 / -0.3026 hartree
**LUMO energy (spin up / spin down)**: 0.41 / 0.41 eV
**Energy**: -2938.12223 a.u.
**Frontier orbital gap (spin up / spin down)**: 8.42 / 8.64 eV
**<S²>**: 0.754

The geometry in XYZ format:
```
122
C30H70N11O10S | OMol25 | wB97M-V/def2-TZVPD
C 1.468 6.030 1.929
C 0.220 5.341 1.266
C 0.565 4.631 -0.080
N 1.724 3.744 0.060
C 1.608 2.480 -0.653
S 1.336 2.926 -2.449
C 2.921 1.626 -0.521
C 3.142 0.964 0.884
C 4.251 1.825 1.614
C 3.832 -0.430 0.636
N 1.960 0.899 1.746
O 1.915 1.803 2.658
C 0.685 0.659 1.050
C -0.455 0.999 2.088
C 0.507 -0.879 0.770
C 0.415 1.558 -0.205
H 2.258 6.286 1.198
H 1.890 5.342 2.693
H 1.159 6.960 2.440
H -0.203 4.636 2.011
H -0.529 6.142 1.089
H -0.337 4.162 -0.519
H 0.866 5.448 -0.779
H 2.019 3.625 1.023
H 2.021 1.942 -3.115
H 3.818 2.177 -0.869
H 2.796 0.795 -1.256
H 3.971 2.885 1.708
H 4.486 1.337 2.577
H 5.147 1.782 0.957
H 4.046 -0.892 1.618
H 4.812 -0.240 0.145
H 3.261 -1.077 -0.052
H -0.319 0.487 3.055
H -1.407 0.674 1.610
H -0.559 2.100 2.191
H 1.142 -1.243 -0.059
H -0.548 -1.130 0.497
H 0.772 -1.381 1.726
H 0.222 0.867 -1.057
H -0.538 2.100 -0.051
O -1.430 -2.982 -0.217
C -2.179 -3.902 0.066
N -3.263 -4.187 -0.707
C -1.967 -4.780 1.267
H -3.901 -4.933 -0.510
H -3.422 -3.612 -1.516
H -1.986 -4.164 2.166
H -0.987 -5.263 1.178
H -2.740 -5.548 1.352
O 0.862 -5.126 1.175
C 2.060 -4.964 1.018
N 2.910 -4.937 2.076
C 2.685 -4.781 -0.339
H 3.899 -4.805 1.990
H 2.515 -5.056 2.994
H 2.251 -3.900 -0.811
H 2.474 -5.659 -0.948
H 3.765 -4.649 -0.276
O -3.703 3.821 5.464
C -3.017 2.846 5.732
N -3.584 1.703 6.177
C -1.521 2.836 5.586
H -3.063 0.874 6.408
H -4.586 1.689 6.278
H -1.095 3.612 6.222
H -1.265 3.037 4.546
H -1.091 1.876 5.872
O 3.145 1.011 -5.329
C 2.772 1.668 -6.295
N 2.791 1.152 -7.543
C 2.271 3.082 -6.169
H 2.493 1.657 -8.360
H 3.122 0.212 -7.653
H 3.057 3.701 -5.737
H 1.401 3.089 -5.511
H 1.983 3.503 -7.132
O -5.992 1.961 3.587
C -6.243 3.051 3.092
N -5.777 4.197 3.640
C -7.080 3.202 1.847
H -5.964 5.106 3.262
H -5.208 4.118 4.482
H -8.068 2.781 2.029
H -6.601 2.663 1.029
H -7.194 4.247 1.557
O -3.631 -1.798 6.973
C -4.624 -2.165 6.360
N -4.990 -1.566 5.197
C -5.504 -3.291 6.831
H -5.793 -1.833 4.662
H -4.414 -0.810 4.863
H -5.904 -3.044 7.814
H -4.905 -4.198 6.903
H -6.336 -3.471 6.149
O -3.811 -5.634 8.367
C -2.862 -6.092 7.758
N -1.958 -5.271 7.161
C -2.613 -7.571 7.618
H -1.162 -5.601 6.650
H -2.106 -4.276 7.243
H -3.466 -8.028 7.117
H -2.500 -8.007 8.609
H -1.714 -7.781 7.038
O 0.642 1.828 -9.793
C 0.441 0.795 -10.407
N 1.433 0.192 -11.112
C -0.900 0.111 -10.432
H 1.308 -0.658 -11.627
H 2.340 0.627 -11.107
H -1.638 0.793 -10.852
H -1.184 -0.149 -9.413
H -0.883 -0.799 -11.033
O 4.554 -0.171 -9.025
C 5.762 -0.038 -9.125
N 6.551 -0.006 -8.023
C 6.463 0.099 -10.450
H 7.547 0.102 -8.057
H 6.102 -0.095 -7.124
H 6.079 0.979 -10.966
H 6.266 -0.788 -11.050
H 7.541 0.209 -10.331
```

=====

# 2
ORCA calculation (wB97M-V/def2-TZVPD) on 6 unconnected molecules or ions with the total composition C30H70N2O6 at a distorted geometry.

## Properties
**Highest occupied orbital energy**: -0.3234 hartree
**SMILES string**: CC1(C)CCCC(C)(C)N1O.CC1(C)CCCC(C)(C)N1O.CC(C)O.CC(C)O.CC(C)O.CC(C)O
**LUMO energy**: 0.64 eV
**Energy above the lowest of the compared OMol25 structures with the same formula, charge and spin**: 17.1 kcal/mol
**Energy**: -1745.87451 a.u.
**Frontier orbital gap**: 9.44 eV

The geometry in XYZ format:
```
108
C30H70N2O6 | OMol25 | wB97M-V/def2-TZVPD
C -17.228 2.355 4.919
C -17.038 0.870 4.948
C -15.955 0.461 5.972
O -18.273 0.247 5.279
H -17.990 2.680 4.206
H -16.364 2.958 4.650
H -17.541 2.769 5.889
H -16.724 0.547 3.953
H -16.135 0.816 6.989
H -15.035 0.884 5.617
H -15.863 -0.637 5.975
H -18.988 0.742 4.870
C -23.812 2.405 7.355
C -23.418 1.316 6.396
C -22.610 1.875 5.141
O -22.586 0.276 6.970
H -24.357 3.174 6.796
H -22.978 2.859 7.924
H -24.528 2.060 8.099
H -24.275 0.732 6.056
H -23.230 2.651 4.715
H -22.444 1.140 4.339
H -21.730 2.409 5.508
H -21.683 0.656 7.035
C -19.536 -3.140 10.387
C -20.363 -3.956 9.408
C -19.522 -4.890 8.612
O -21.329 -4.773 9.981
H -19.948 -2.146 10.605
H -18.554 -3.004 9.899
H -19.396 -3.689 11.329
H -20.822 -3.214 8.724
H -19.180 -5.659 9.303
H -18.647 -4.438 8.157
H -20.118 -5.337 7.843
H -21.984 -4.226 10.446
C -18.111 0.292 9.027
C -19.571 0.284 8.696
C -20.421 0.935 9.753
O -19.842 1.144 7.563
H -17.474 -0.317 8.384
H -18.040 -0.092 10.033
H -17.806 1.325 9.062
H -20.034 -0.707 8.469
H -19.925 1.881 10.029
H -20.409 0.320 10.634
H -21.437 1.164 9.405
H -19.315 0.848 6.813
C -25.102 -1.478 12.234
C -23.793 -2.108 11.693
C -22.693 -2.019 12.784
C -22.920 -2.886 13.966
C -22.929 -4.306 13.449
C -24.015 -4.520 12.381
N -23.781 -3.564 11.328
O -24.693 -3.831 10.267
C -23.654 -5.902 11.827
C -25.398 -4.608 13.037
C -23.410 -1.297 10.485
H -25.279 -0.506 11.790
H -25.092 -1.383 13.327
H -26.006 -2.049 12.010
H -21.748 -2.254 12.268
H -22.576 -0.981 13.086
H -23.802 -2.609 14.586
H -22.045 -2.691 14.607
H -23.080 -5.032 14.252
H -22.045 -4.610 12.920
H -24.262 -6.311 11.022
H -22.597 -5.931 11.566
H -23.743 -6.519 12.723
H -26.182 -4.760 12.315
H -25.393 -5.515 13.593
H -25.715 -3.680 13.530
H -24.248 -1.252 9.804
H -22.552 -1.768 10.007
H -23.153 -0.308 10.847
H -25.547 -3.502 10.539
C -16.348 1.195 13.368
C -17.458 1.025 14.417
C -18.710 1.456 13.605
C -20.000 1.066 14.301
C -19.933 -0.462 14.550
C -18.726 -0.828 15.445
N -17.562 -0.354 14.730
O -16.414 -0.797 15.438
C -18.946 -0.453 16.936
C -18.736 -2.362 15.372
C -17.188 2.049 15.517
H -15.362 1.083 13.841
H -16.473 2.193 13.007
H -16.443 0.516 12.549
H -18.603 2.521 13.393
H -18.587 0.967 12.613
H -20.896 1.297 13.714
H -20.061 1.505 15.305
H -19.796 -1.065 13.639
H -20.865 -0.739 15.040
H -18.122 -0.682 17.628
H -19.081 0.629 17.087
H -19.880 -0.957 17.219
H -17.874 -2.729 15.938
H -19.640 -2.693 15.905
H -18.697 -2.660 14.324
H -16.671 2.931 15.146
H -16.487 1.613 16.219
H -18.055 2.336 16.070
H -16.058 -1.439 14.816
```

=====

# 3
ORCA calculation (wB97M-V/def2-TZVPD) on 7 unconnected molecules or ions with the total composition C30H71N3O3 at a distorted geometry.

## Properties
**Highest occupied orbital energy**: -0.3414 hartree
**SMILES string**: CC(N)=O.CC(N)=O.CC(N)=O.CCCCCC.CCCCCC.CCCCCC.CCCCCC
**LUMO energy**: 0.56 eV
**Energy**: -1575.49868 a.u.
**Frontier orbital gap**: 9.85 eV

The geometry in XYZ format:
```
107
C30H71N3O3 | OMol25 | wB97M-V/def2-TZVPD
C 7.343 -0.246 0.752
C 5.803 -0.249 0.879
C 5.387 -1.320 1.905
C 5.758 -2.827 1.614
C 5.066 -3.399 0.373
C 3.857 -4.314 0.799
H 7.912 -0.802 1.497
H 7.788 0.747 0.810
H 7.607 -0.471 -0.282
H 5.539 0.761 1.190
H 5.425 -0.541 -0.101
H 4.307 -1.212 2.003
H 5.721 -0.972 2.882
H 6.819 -2.871 1.368
H 5.621 -3.393 2.535
H 4.771 -2.601 -0.308
H 5.695 -4.082 -0.198
H 4.039 -4.835 1.739
H 2.909 -3.787 0.910
H 3.648 -5.052 0.025
C -1.235 -4.766 6.911
C -0.358 -5.251 8.024
C -0.180 -6.713 8.145
C -1.554 -7.399 8.552
C -1.515 -8.936 8.596
C -2.764 -9.628 9.194
H -2.258 -5.133 6.984
H -0.746 -4.931 5.951
H -1.412 -3.691 6.891
H 0.656 -4.875 7.880
H -0.740 -4.721 8.897
H 0.576 -6.907 8.906
H 0.140 -7.147 7.197
H -1.774 -7.034 9.555
H -2.295 -7.112 7.807
H -1.382 -9.102 7.527
H -0.614 -9.461 8.914
H -2.676 -9.450 10.266
H -3.704 -9.187 8.864
H -2.822 -10.680 8.912
C -4.749 5.257 -6.042
C -5.560 4.068 -6.108
C -5.633 3.382 -4.724
C -6.412 2.128 -4.477
C -7.943 2.480 -4.585
C -8.595 3.030 -3.414
H -4.065 5.329 -6.888
H -4.257 5.378 -5.077
H -5.358 6.160 -6.003
H -6.604 4.231 -6.374
H -5.265 3.435 -6.944
H -6.090 4.114 -4.057
H -4.601 3.132 -4.474
H -6.137 1.428 -5.266
H -6.215 1.711 -3.489
H -7.943 3.213 -5.391
H -8.530 1.588 -4.803
H -8.494 4.114 -3.363
H -9.659 2.871 -3.235
H -8.008 2.726 -2.547
C 4.616 6.305 -4.276
C 5.823 5.488 -4.832
C 6.400 5.695 -6.280
C 7.085 4.436 -6.718
C 7.987 4.692 -7.965
C 7.272 5.259 -9.309
H 4.611 6.332 -3.187
H 3.673 6.092 -4.779
H 4.870 7.329 -4.548
H 6.621 5.468 -4.089
H 5.357 4.505 -4.901
H 7.061 6.557 -6.377
H 5.697 5.990 -7.059
H 7.709 4.257 -5.842
H 6.356 3.651 -6.918
H 8.790 5.338 -7.611
H 8.359 3.720 -8.290
H 6.649 4.465 -9.721
H 6.749 6.188 -9.084
H 7.950 5.662 -10.061
O -4.755 -4.659 0.422
C -5.675 -5.232 -0.079
N -6.260 -6.194 0.415
C -6.164 -4.755 -1.342
H -6.029 -6.405 1.376
H -6.951 -6.734 -0.086
H -6.709 -5.402 -2.030
H -5.337 -4.462 -1.988
H -6.678 -3.803 -1.209
O -2.880 4.256 5.391
C -2.584 5.432 5.760
N -1.561 6.002 5.223
C -3.494 6.237 6.658
H -1.265 6.913 5.542
H -1.201 5.482 4.436
H -4.504 6.028 6.305
H -3.331 7.311 6.745
H -3.211 5.739 7.585
O 0.440 1.573 -0.229
C -0.220 0.550 -0.231
N -1.084 0.251 0.772
C -0.322 -0.310 -1.541
H -1.309 0.998 1.413
H -1.535 -0.651 0.711
H 0.110 -1.267 -1.248
H 0.037 -0.033 -2.532
H -1.398 -0.480 -1.501
```

=====

# 4
ORCA calculation (wB97M-V/def2-TZVPD) on 5 unconnected molecules or ions with the total composition C30H71O16P at a distorted geometry.

## Properties
**Highest occupied orbital energy**: -0.3251 hartree
**SMILES string**: CCOP(=O)(OCC)OCC.COCCOCCOC.COCCOCCOC.COCCOCCOC.COCCOCCOC
**LUMO energy**: 0.63 eV
**Energy above the lowest of the compared OMol25 structures with the same formula, charge and spin**: 119.7 kcal/mol
**Energy**: -2730.48130 a.u.
**Frontier orbital gap**: 9.48 eV

The geometry in XYZ format:
```
118
C30H71O16P | OMol25 | wB97M-V/def2-TZVPD
C 1.273 -2.664 5.501
O 0.899 -2.805 6.869
C -0.477 -2.427 7.094
C -0.856 -2.616 8.629
O -0.547 -3.956 8.954
C -0.991 -5.013 8.093
C -0.430 -6.384 8.739
O -1.188 -6.935 9.828
C -2.573 -7.252 9.547
H 1.602 -1.634 5.365
H 0.517 -2.783 4.725
H 2.040 -3.395 5.245
H -1.211 -2.905 6.446
H -0.607 -1.352 6.972
H -1.927 -2.491 8.791
H -0.422 -1.934 9.360
H -0.607 -4.862 7.084
H -2.069 -4.912 7.969
H 0.624 -6.283 9.000
H -0.340 -7.118 7.938
H -2.826 -7.163 8.490
H -3.149 -6.559 10.160
H -2.811 -8.218 9.993
C -1.857 -0.967 2.719
O -2.163 0.198 2.040
C -2.034 0.199 0.675
C -0.512 0.391 0.283
O -0.570 0.884 -1.040
C -0.524 2.308 -1.279
C 0.902 2.532 -1.763
O 1.204 3.911 -1.663
C 2.489 4.295 -2.074
H -1.415 -0.823 3.705
H -1.077 -1.572 2.257
H -2.724 -1.601 2.903
H -2.295 1.247 0.527
H -2.664 -0.412 0.029
H -0.063 -0.602 0.316
H 0.041 0.952 1.037
H -0.777 3.024 -0.497
H -1.153 2.681 -2.087
H 1.026 2.096 -2.754
H 1.588 2.076 -1.049
H 2.711 4.021 -3.106
H 3.178 3.946 -1.305
H 2.597 5.344 -1.798
C -4.698 3.760 -1.677
O -3.735 2.829 -2.047
C -3.991 1.999 -3.245
C -4.663 2.488 -4.565
O -3.606 3.317 -5.113
C -4.112 3.972 -6.299
C -4.539 3.123 -7.519
O -5.942 3.363 -7.682
C -6.670 2.329 -8.263
H -4.322 4.106 -0.714
H -5.667 3.263 -1.719
H -4.754 4.622 -2.341
H -4.777 1.354 -2.851
H -3.227 1.241 -3.417
H -5.579 3.026 -4.322
H -4.907 1.574 -5.106
H -3.229 4.497 -6.666
H -4.803 4.710 -5.891
H -4.390 2.063 -7.313
H -4.117 3.412 -8.482
H -6.099 1.574 -8.804
H -7.365 2.680 -9.025
H -7.336 1.888 -7.522
C -1.497 -2.253 -3.127
O -1.937 -1.509 -4.305
C -1.190 -0.400 -4.671
C -0.117 -0.735 -5.812
O 1.192 -0.171 -5.617
C 2.224 -0.978 -5.198
C 3.599 -0.404 -5.260
O 4.463 -1.451 -4.760
C 5.704 -1.413 -5.427
H -1.604 -1.634 -2.237
H -0.482 -2.557 -3.382
H -2.077 -3.175 -3.081
H -0.739 0.297 -3.965
H -1.891 0.355 -5.027
H -0.518 -0.509 -6.800
H -0.035 -1.789 -6.077
H 2.343 -1.883 -5.794
H 1.989 -1.245 -4.167
H 3.689 0.378 -4.505
H 3.922 0.112 -6.164
H 5.609 -1.706 -6.473
H 6.273 -2.280 -5.090
H 6.238 -0.467 -5.339
C 2.786 3.637 1.763
C 2.268 3.109 3.100
O 1.672 1.849 2.932
P 2.600 0.523 2.697
O 1.849 -0.698 2.388
O 3.847 0.907 1.674
C 3.705 0.728 0.257
C 5.005 0.323 -0.453
O 3.367 0.464 4.186
C 4.729 0.115 4.352
C 4.907 -1.291 3.770
H 2.524 4.693 1.691
H 3.860 3.487 1.652
H 2.319 3.083 0.949
H 3.053 3.277 3.837
H 1.351 3.562 3.477
H 2.942 -0.016 0.028
H 3.315 1.577 -0.304
H 5.201 -0.718 -0.198
H 4.821 0.338 -1.527
H 5.924 0.894 -0.322
H 5.419 0.761 3.808
H 5.084 0.102 5.383
H 5.916 -1.617 4.023
H 4.199 -2.028 4.149
H 4.871 -1.295 2.680
```